Entry 1:
Here is a 15-piece molecular cluster, H30O14S2 overall at a distorted geometry from OMol25. Energies are from the ωB97M-V functional and the def2-TZVPD basis.

HOMO-LUMO gap = 9.33 eV
E_tot = -50822.2925 eV
HOMO level = -0.3445 Ha

```
! RIJCOSX wB97M-V def2-TZVPD def2/J DEFGRID3
* xyz 0 1
S 0.94238 3.49151 3.20197
S -0.70920 2.29273 3.12173
H 1.91183 3.23488 2.25645
H -0.37062 1.38893 4.03090
H 1.95808 1.90851 0.45304
H 2.25050 3.03372 -0.35544
O 2.61445 2.64280 0.44787
H -2.49120 3.31481 -0.68373
H -1.21279 2.82254 0.09716
O -1.83463 2.61925 -0.63431
H -3.49880 -0.51775 -0.81773
H -4.79425 -1.30465 -0.83798
O -4.00669 -1.08619 -1.37203
H 4.05014 -1.80618 1.44050
H 2.63506 -1.02028 1.14097
O 3.14663 -1.83625 1.10427
H -0.23737 -4.57622 1.15063
H 0.56108 -4.40902 -0.22133
O 0.37036 -3.97758 0.65101
H -1.72906 -0.70912 -0.99638
H -1.00105 -1.92002 -0.13430
O -1.11751 -1.43076 -0.94997
H 1.32020 -1.79916 2.16079
H 0.76625 -3.19711 2.43669
O 0.70206 -2.28489 2.71830
H 0.35924 2.65556 -2.17956
H 1.05059 3.14741 -3.42349
O 1.18316 3.08195 -2.47823
H 0.78677 -0.10886 -0.67674
H 2.25734 0.23812 -0.92197
O 1.58497 0.19206 -0.19957
H 0.60463 -2.88259 -1.63803
H -0.70948 -2.92313 -2.39678
O 0.20612 -3.19219 -2.46718
H 1.51768 -0.35785 -3.20578
H 0.25121 -0.84950 -2.91342
O 0.71450 -0.00770 -2.78404
H -4.03716 1.57960 1.72764
H -4.83709 1.97761 0.51104
O -4.72266 2.22013 1.44873
H 3.90734 1.14274 -1.66120
H 2.67497 2.10502 -1.93899
O 3.09141 1.27061 -2.15497
H -1.32142 -1.04184 2.46491
H -2.49418 -1.97030 2.99172
O -2.29380 -1.15131 2.48681
*
```

---

Entry 2:
Here is an isolated ion of composition C6H5N2 and charge +1 at a distorted geometry from OMol25. Energies are from the ωB97M-V functional and the def2-TZVPD basis.

HOMO-LUMO gap = 8.87 eV
E_tot = -9274.2961 eV
Structure (SMILES) = N#[N+]c1ccccc1
HOMO level = -0.5421 Ha

```
! RIJCOSX wB97M-V def2-TZVPD def2/J DEFGRID3
* xyz 1 1
N -1.38874 -1.86624 2.39597
N -1.01079 -0.97623 1.89200
C 0.70052 1.92441 -0.52690
C 0.05623 2.36128 0.66459
C 0.90803 0.51764 -0.77891
C -0.52879 1.45789 1.56702
C 0.32186 -0.39407 0.10950
C -0.45544 0.05710 1.21453
H 0.96413 2.72042 -1.22614
H -0.06792 3.39693 0.88913
H 1.53914 0.12980 -1.63200
H -1.23001 1.94038 2.30680
H 0.41266 -1.51593 -0.03476
*
```

---

Entry 3:
Here is an isolated molecule of CH3ClN2O2 at a distorted geometry from OMol25. Energies are from the ωB97M-V functional and the def2-TZVPD basis.

HOMO-LUMO gap = 10.15 eV
E_tot = -20676.9659 eV
Structure (SMILES) = C/N=[N+](/[O-])OCl
HOMO level = -0.3919 Ha

```
! RIJCOSX wB97M-V def2-TZVPD def2/J DEFGRID3
* xyz 0 1
C 0.15922 -0.00981 -0.00359
N 1.53545 0.31210 0.31565
N 2.09553 1.17513 -0.31913
O 3.25388 1.44988 -0.24377
O 1.30711 1.92988 -1.47252
Cl 1.81201 1.45668 -2.96428
H -0.34376 -0.46192 0.83088
H -0.51227 0.64017 -0.41855
H 0.22724 -0.78120 -0.74663
*
```